Molecular formula: CH12NO4
Method: DFT, ωB97M-V/def2-TZVPD

As for the charge: +1. Its energy is -400.7339 Ha. The HOMO energy is -13.9 eV.

Atoms and positions in Å:
C 2.545 -1.723 -0.292
N 1.742 -2.109 0.621
H 3.493 -2.283 -0.311
H 2.196 -1.203 -1.172
H 0.838 -1.563 0.820
H 2.035 -2.737 1.362
H -3.988 0.504 3.123
H -4.826 -0.214 2.043
O -3.950 0.119 2.243
H -1.019 -1.365 1.764
H -1.422 -1.065 0.293
O -0.745 -1.454 0.845
H 1.657 1.961 -0.453
H 2.840 2.028 -1.561
O 2.275 1.500 -1.008
H -0.659 3.441 -3.272
H -1.802 3.346 -2.250
O -1.210 2.816 -2.796

Löwdin population analysis, charges in e, atoms 1 to 4:
1 C 0.15
2 N 0.17
3 H 0.13
4 H 0.11



Molecular formula: CH12O4
Method: DFT, ωB97M-V/def2-TZVPD

Its SMILES is C.O.O.O.O. Its energy is -346.2525 Ha. The HOMO energy is -11.3 eV.

Atoms and positions in Å:
C -2.797 -2.341 1.048
H -3.339 -2.919 1.793
H -1.783 -2.735 1.098
H -2.791 -1.292 1.351
H -3.277 -2.406 0.076
O 2.993 0.395 -0.926
H 3.146 -0.265 -1.607
H 2.220 0.901 -1.219
O -0.282 2.253 0.098
H -0.066 1.428 0.558
H 0.354 2.796 0.592
O 0.762 1.532 -2.395
H 0.313 2.227 -1.890
H 0.078 0.854 -2.250
O 1.141 -0.011 1.103
H 2.018 0.175 0.716
H 1.311 -0.592 1.855

Löwdin population analysis, charges in e, atoms 1 to 4:
1 C -0.05
2 H 0.01
3 H 0.01
4 H 0.01



Molecular formula: CH12O9Y
Method: DFT, ωB97M-V/def2-TZVPD

As for the charge: +1. Its energy is -760.7236 Ha. The HOMO energy is -10.4 eV.

Atoms and positions in Å:
Y -23.238 -5.858 5.840
C -23.056 -8.324 5.956
O -24.160 -7.670 6.322
O -22.051 -7.650 5.819
O -23.123 -9.493 5.574
O -22.539 -6.230 3.685
H -22.063 -6.897 3.249
H -22.894 -5.721 2.935
O -22.398 -5.844 7.994
H -22.443 -6.609 8.572
H -22.868 -5.253 8.555
O -25.075 -5.209 7.352
H -25.305 -5.620 8.188
H -25.183 -4.238 7.367
O -23.540 -3.597 5.482
H -23.147 -3.178 4.753
H -24.057 -2.917 5.978
O -25.161 -6.011 4.277
H -25.906 -6.597 4.292
H -25.382 -5.280 3.656
O -21.133 -4.812 5.616
H -20.292 -5.179 5.308
H -20.917 -3.875 5.690

Löwdin population analysis, charges in e, atoms 1 to 4:
1 Y 1.46
2 C -0.97
3 O -0.20
4 O -0.10



Molecular formula: CH13N3O4
Method: DFT, ωB97M-V/def2-TZVPD

Its SMILES is N=C(N)N.O.O.O.O. Its energy is -511.1392 Ha. The HOMO energy is -9.6 eV.

Atoms and positions in Å:
N -0.346 0.585 -0.118
C -0.081 1.356 -1.095
N -0.379 1.122 -2.409
N 0.771 2.413 -0.937
H -1.027 -0.125 -0.346
H -0.620 1.954 -2.923
H -1.084 0.414 -2.541
H 0.815 3.027 -0.154
H 1.110 2.883 -1.761
O 2.430 -1.422 -1.330
H 2.089 -0.525 -1.383
H 1.759 -1.929 -0.865
O -2.009 -0.665 3.011
H -2.140 -0.027 3.704
H -1.764 -0.129 2.246
O 1.432 -1.081 1.414
H 2.190 -0.595 1.071
H 0.761 -0.384 1.467
O -1.342 -2.203 0.642
H -2.072 -2.428 1.213
H -0.492 -2.242 1.095

Löwdin population analysis, charges in e, atoms 1 to 4:
1 N 0.11
2 C -0.64
3 N 0.12
4 N 0.12



Molecular formula: CH13NO4
Method: DFT, ωB97M-V/def2-TZVPD

Its SMILES is CN.O.O.O.O. Its energy is -401.5869 Ha. The HOMO energy is -10.5 eV.

Atoms and positions in Å:
C 0.732 -0.711 2.705
N 0.382 -1.064 1.329
H 1.703 -0.220 2.728
H 0.039 0.049 3.068
H 0.643 -1.575 3.356
H 0.518 -2.039 1.089
H -0.572 -0.862 1.039
O 1.549 0.560 -0.196
H 1.075 -0.278 0.407
H 1.569 1.450 0.165
O -1.019 0.832 -1.033
H -0.830 0.822 -1.978
H -0.115 0.819 -0.620
O 1.210 0.294 -3.670
H 1.241 -0.655 -3.582
H 1.884 0.630 -3.053
O -3.731 0.499 -0.496
H -2.846 0.104 -0.420
H -3.432 1.345 -0.840

Löwdin population analysis, charges in e, atoms 1 to 4:
1 C -0.11
2 N -0.04
3 H 0.08
4 H 0.09



Molecular formula: CH14N2O5
Method: DFT, ωB97M-V/def2-TZVPD

Its energy is -531.8885 Ha. The HOMO energy is -9.8 eV.

Atoms and positions in Å:
N -1.568 1.492 0.338
C -0.068 1.378 0.199
N 0.424 1.247 1.534
H -1.852 1.908 -0.448
H 0.309 2.319 -0.236
H 0.286 0.512 -0.347
H -0.203 1.707 2.211
H 1.584 -0.995 -2.805
H -2.037 -0.890 -0.838
O 1.120 -0.898 -1.961
H -0.794 -0.808 -1.641
H 3.377 -0.009 0.008
O 2.382 0.182 -0.106
H 1.378 1.009 1.651
H 1.830 -0.790 -1.174
O -1.738 -0.722 -1.785
H -0.298 -1.565 0.967
H 1.285 -1.179 0.620
O 0.677 -1.704 1.190
H -2.407 -1.456 1.532
H -1.894 0.491 0.308
O -1.793 -1.227 0.785

Löwdin population analysis, charges in e, atoms 1 to 4:
1 N 0.12
2 C -0.23
3 N 0.23
4 H 0.03



Molecular formula: CH14NO4
Method: DFT, ωB97M-V/def2-TZVPD

As for the charge: +1. Its energy is -401.9924 Ha. The HOMO energy is -15.2 eV.

Atoms and positions in Å:
C -0.702 -1.719 -1.598
N -0.805 -0.989 -0.293
H 0.282 -1.437 -1.981
H -0.864 -2.782 -1.489
H -1.377 -1.285 -2.322
H -0.659 0.023 -0.416
H -0.158 -1.329 0.451
H -1.719 -1.038 0.166
H -1.184 0.587 3.284
H -0.832 1.334 1.896
O -0.788 0.502 2.404
H 2.010 2.093 -1.932
H 3.226 1.441 -1.426
O 2.283 1.319 -1.447
H 0.301 2.278 -0.391
H -1.214 2.493 -0.656
O -0.567 1.861 -0.340
H 0.835 -0.320 2.027
H 0.797 -1.833 2.351
O 1.134 -1.201 1.715

Löwdin population analysis, charges in e, atoms 1 to 4:
1 C 0.00
2 N 0.11
3 H 0.10
4 H 0.10



Molecular formula: CH14NO5
Method: DFT, ωB97M-V/def2-TZVPD

As for the charge: +1. Its energy is -477.1905 Ha. The HOMO energy is -13.3 eV.

Atoms and positions in Å:
C -0.712 -2.669 0.121
N 0.041 -1.853 -0.467
H -0.383 -3.488 0.749
H -1.776 -2.659 -0.039
H -0.256 -1.127 -1.111
H 1.045 -1.827 -0.287
H 3.374 -2.871 0.831
H 3.783 -2.465 -0.574
O 3.010 -2.706 -0.047
H 2.030 4.426 -3.229
H 1.632 5.792 -3.835
O 1.417 5.161 -3.140
H -2.758 -0.071 1.429
H -3.366 -1.010 0.434
O -2.513 -0.621 0.665
H 1.673 0.934 1.302
H 2.612 0.464 0.284
O 1.656 0.553 0.414
H -3.762 2.521 1.608
H -3.342 1.811 2.922
O -3.406 1.705 1.968

Löwdin population analysis, charges in e, atoms 1 to 4:
1 C 0.13
2 N 0.21
3 H 0.13
4 H 0.09



Molecular formula: CH14NSi4
Method: DFT, ωB97M-V/def2-TZVPD

As for the charge: +1. Its energy is -1258.7789 Ha. The HOMO energy is -13.7 eV.

Atoms and positions in Å:
C 0.093 0.567 0.318
N 0.359 2.778 0.253
Si 2.162 -2.359 0.238
Si -2.734 -1.459 -0.131
Si 1.836 0.003 -0.159
Si -1.689 0.662 -0.601
H -0.059 0.517 1.465
H 1.194 3.258 -0.209
H -0.582 2.793 -0.232
H 0.304 3.183 1.204
H 0.925 -3.019 0.061
H 2.632 -2.634 1.583
H 2.907 -2.846 -1.120
H -2.002 -1.809 1.245
H -4.065 -1.080 0.198
H -2.114 -2.464 -1.023
H 2.622 0.609 0.772
H 2.353 0.621 -1.451
H -1.316 1.283 -1.868
H -2.356 1.902 -0.016

Löwdin population analysis, charges in e, atoms 1 to 4:
1 C -0.40
2 N 0.07
3 Si 0.52
4 Si 0.52



Molecular formula: CH14O5S2
Method: DFT, ωB97M-V/def2-TZVPD

Its SMILES is CSS.O.O.O.O.O. Its energy is -1219.0475 Ha. The HOMO energy is -8.3 eV.

Atoms and positions in Å:
C -0.028 -2.039 -1.822
S 1.374 -1.723 -2.948
S 1.540 0.311 -3.001
H -0.966 -1.653 -2.199
H 0.289 -1.574 -0.888
H 0.028 -3.114 -1.656
H 1.650 0.751 -1.756
O 2.618 0.278 -0.008
H 2.283 0.131 0.889
H 2.937 1.184 -0.028
O 1.180 0.635 2.466
H 1.227 1.206 3.247
H 0.679 -0.140 2.747
O -1.069 2.214 1.460
H -0.966 1.316 1.793
H -1.979 2.438 1.262
O -1.982 0.747 -0.928
H -2.299 1.642 -0.790
H -1.039 0.863 -1.105
O -1.703 -1.173 1.480
H -1.223 -1.400 0.680
H -2.551 -0.899 1.106

Löwdin population analysis, charges in e, atoms 1 to 4:
1 C -0.47
2 S 0.37
3 S 0.31
4 H 0.03



Molecular formula: CH14O6
Method: DFT, ωB97M-V/def2-TZVPD

Its SMILES is CO.O.O.O.O.O. Its energy is -497.8665 Ha. The HOMO energy is -10.2 eV.

Atoms and positions in Å:
C -2.506 -0.502 1.146
O -2.784 -0.858 -0.177
H -2.555 -1.215 1.974
H -1.488 -0.071 1.156
H -3.275 0.236 1.306
H -2.008 -1.253 -0.632
O 1.796 2.350 -2.548
H 0.868 2.720 -2.497
H 1.425 1.458 -2.738
O -0.168 0.919 -1.412
H -0.598 0.941 -2.222
H -0.824 1.096 -0.664
O 2.781 0.733 1.323
H 2.635 1.609 1.627
H 3.303 0.982 0.560
O -0.338 -1.856 -1.062
H 0.028 -1.025 -1.350
H 0.256 -2.451 -1.386
O 1.256 -1.264 2.940
H 0.426 -1.483 2.403
H 1.770 -1.066 2.251

Löwdin population analysis, charges in e, atoms 1 to 4:
1 C -0.18
2 O -0.14
3 H 0.08
4 H 0.07